This record from the Open Molecules 2025 dataset describes one molecule with the formula CH4ClO2P at a distorted geometry. The level of theory is the ωB97M-V functional and the def2-TZVPD basis.

Values from the calculation:
Largest force on an atom (hartree/bohr): 0.0829
Energy relative to the best compared isomer or geometry (same formula, charge and spin) (eV): 0.412
Kohn-Sham gap (eV): 9.9
Structure (SMILES): OPOCCl

Structure (ORCA input):
```
! RIJCOSX wB97M-V def2-TZVPD def2/J DEFGRID3
* xyz 0 1
O 1.23144 -1.88650 0.41121
P -0.11996 -1.06800 0.73334
O 0.07379 0.11529 -0.44873
C -0.65861 1.26977 -0.49806
Cl -2.35430 0.76950 -0.23082
H 1.93572 -1.38645 0.84075
H -0.94388 -1.82621 -0.17016
H -0.38010 1.88316 0.33562
H -0.52398 1.66364 -1.41326
*
```

Here are the Mulliken charges for atoms 1 to 6, given in e: number 1, O, carries -0.449; number 2, P, carries 0.174; number 3, O, carries -0.258; number 4, C, carries -0.169; number 5, Cl, carries -0.219; number 6, H, carries 0.330

This record from the Open Molecules 2025 dataset describes one molecule with the formula C4H5ClN2O3 at a distorted geometry. The level of theory is the ωB97M-V functional and the def2-TZVPD basis.

Values from the calculation:
Largest force on an atom (hartree/bohr): 0.1076
Energy relative to the best compared isomer or geometry (same formula, charge and spin) (eV): 1.847
Kohn-Sham gap (spin up / spin down) (eV): 8.8 / 8.8

Structure (ORCA input):
```
! RIJCOSX wB97M-V def2-TZVPD def2/J DEFGRID3
* xyz 0 1
C 1.33988 0.67947 -0.31866
C -0.65600 0.93074 -1.74386
C 0.04083 -0.06356 -0.73522
C -0.71515 -1.57697 1.07597
N -0.79161 -0.21955 0.44116
N 1.49721 1.21957 0.77135
O 2.15441 1.61003 1.67772
O -0.65230 0.75582 -2.91967
O -0.73117 0.76692 1.21012
Cl -1.59233 2.28414 -1.13448
H 2.11151 0.51056 -0.98451
H 0.21986 -0.97282 -1.15210
H -1.17151 -1.52826 2.13890
H -1.42025 -2.35984 0.58542
H 0.36662 -2.03624 1.08787
*
```

Here are the Mulliken charges for atoms 1 to 6, given in e: number 1, C, carries -0.549; number 2, C, carries 0.247; number 3, C, carries 0.026; number 4, C, carries -0.829; number 5, N, carries 0.267; number 6, N, carries 0.467

This record from the Open Molecules 2025 dataset describes one molecule with the formula C2H4N2S2 at a distorted geometry. The level of theory is the ωB97M-V functional and the def2-TZVPD basis.

Values from the calculation:
Largest force on an atom (hartree/bohr): 0.0581
Energy relative to the best compared isomer or geometry (same formula, charge and spin) (eV): 0.677
Kohn-Sham gap (eV): 8.5
Structure (SMILES): NC(=S)NC=S

Structure (ORCA input):
```
! RIJCOSX wB97M-V def2-TZVPD def2/J DEFGRID3
* xyz 0 1
N -1.54634 1.06417 -0.06496
C -0.82110 -0.08172 -0.04688
S -1.63653 -1.52959 -0.02341
N 0.62435 0.00243 0.02369
C 1.64280 -0.90573 0.00683
S 3.16574 -0.45954 -0.04357
H -2.52722 0.92108 -0.08512
H -1.23694 1.98715 0.21317
H 0.94948 0.96024 -0.01250
H 1.38576 -1.95847 0.03275
*
```

Here are the Mulliken charges for atoms 1 to 6, given in e: number 1, N, carries -0.390; number 2, C, carries 0.403; number 3, S, carries -0.399; number 4, N, carries -0.194; number 5, C, carries -0.030; number 6, S, carries -0.328

This record from the Open Molecules 2025 dataset describes C7H6Br3NO2 as an isolated structure at a distorted geometry. The level of theory is the ωB97M-V functional and the def2-TZVPD basis.

Values from the calculation:
Largest force on an atom (hartree/bohr): 0.0425
Energy relative to the best compared isomer or geometry (same formula, charge and spin) (eV): 0.404
Kohn-Sham gap (eV): 9.4

Structure (ORCA input):
```
! RIJCOSX wB97M-V def2-TZVPD def2/J DEFGRID3
* xyz 0 1
C 2.18717 3.67659 0.02372
Br 0.26375 3.90588 0.12776
Br 2.56909 2.72981 -1.65004
Br 3.06363 2.91338 1.60811
H 2.64101 4.65599 -0.02351
C -0.30513 0.45687 -0.62516
C -0.37990 0.19574 0.75366
C -0.67334 -1.08075 1.19587
C -0.94763 -2.05988 0.24777
C -0.99171 -1.76610 -1.08718
C -0.68008 -0.49613 -1.55972
N -1.38477 -3.34883 0.76830
O -2.18244 -3.99627 0.08973
O -0.98310 -3.76352 1.83974
H 0.25875 1.31892 -0.95500
H -0.07247 0.97651 1.43526
H -0.58300 -1.38710 2.22922
H -1.26738 -2.53961 -1.79398
H -0.53246 -0.39148 -2.62454
*
```

Here are the Mulliken charges for atoms 1 to 6, given in e: number 1, C, carries -0.285; number 2, Br, carries -0.026; number 3, Br, carries -0.025; number 4, Br, carries -0.007; number 5, H, carries 0.345; number 6, C, carries 0.477

This record from the Open Molecules 2025 dataset describes a 10-piece molecular cluster, C18H58B3BrO17P2S9 overall. The level of theory is the ωB97M-V functional and the def2-TZVPD basis.

Values from the calculation:
Largest force on an atom (hartree/bohr): 0.0183
Kohn-Sham gap (eV): 8.5

Structure (ORCA input):
```
! RIJCOSX wB97M-V def2-TZVPD def2/J DEFGRID3
* xyz 0 1
O -5.97057 1.18240 -2.16284
P -6.34918 0.01069 -1.37602
O -7.72893 0.18638 -0.58037
O -6.51374 -1.31224 -2.27912
B -4.95277 -0.57821 -0.16197
O -5.09647 -1.72876 0.59538
B -4.03143 -2.61096 0.41516
Br -4.37945 -4.45962 0.17677
O -2.76912 -2.09301 0.28610
B -2.67708 -0.92436 -0.47208
P -1.41211 -0.62873 -1.94775
O -1.62923 1.00299 -2.04173
O -2.42233 -1.25858 -3.08958
O -3.71336 0.00084 -0.25708
H -8.24794 -0.60575 -0.42497
H -6.74938 -2.12854 -1.82275
H -2.54327 1.29885 -1.92724
H -3.35216 -0.99776 -3.06776
C -1.78458 0.39355 2.75847
S -0.81533 1.63230 1.88973
O 0.02458 0.88445 0.90869
C 0.24436 2.05162 3.27589
H -2.42234 -0.02432 1.98629
H -1.12232 -0.37653 3.15390
H -2.36839 0.85876 3.55156
H 0.74646 1.14610 3.61485
H -0.35954 2.47076 4.08223
H 0.98937 2.77714 2.95318
C -4.39025 -1.92008 -6.87020
S -5.09092 -1.60934 -5.25455
O -4.69292 -2.75835 -4.38868
C -6.80909 -1.89204 -5.69423
H -3.31281 -1.82021 -6.75324
H -4.64806 -2.93120 -7.18581
H -4.74056 -1.17259 -7.58085
H -6.90429 -2.90368 -6.08842
H -7.12496 -1.15260 -6.42991
H -7.39035 -1.77901 -4.78233
C 5.51148 1.54452 2.83172
S 4.25471 2.68021 2.24868
O 3.51985 3.12159 3.47833
C 3.21059 1.44417 1.48268
H 6.25387 2.10744 3.39299
H 4.98951 0.85179 3.49301
H 5.98380 1.03039 1.99577
H 2.95498 0.67618 2.21198
H 3.71339 1.00590 0.62065
H 2.30701 1.95229 1.15519
C 2.59104 0.22404 5.39736
S 3.92824 -0.52500 6.33552
O 4.99176 -0.86422 5.34582
C 3.06434 -2.05318 6.70424
H 2.95150 1.18014 5.01314
H 2.32894 -0.44940 4.57942
H 1.73520 0.39230 6.05246
H 2.75583 -2.52763 5.77425
H 2.19090 -1.83826 7.32004
H 3.75833 -2.69127 7.24999
C -0.38822 5.33996 5.32993
S 0.20604 4.62733 6.86920
O -0.40927 3.27500 6.96991
C -0.73355 5.71506 7.94926
H 0.05731 4.76911 4.51833
H -1.47511 5.26422 5.30025
H -0.06504 6.37843 5.26106
H -1.79540 5.60467 7.73053
H -0.40610 6.74331 7.79799
H -0.52852 5.40918 8.97305
C 2.30233 2.74764 -5.17837
S 2.51591 1.67891 -3.74785
O 2.10663 0.31328 -4.18159
C 1.16734 2.37089 -2.78903
H 3.03776 2.44253 -5.92000
H 1.29160 2.61609 -5.56536
H 2.47931 3.78307 -4.88885
H 0.23409 2.27325 -3.34194
H 1.39428 3.41693 -2.57989
H 1.09316 1.81493 -1.85578
C -0.90625 -1.00837 -9.67330
S -1.52050 -0.03445 -8.29394
O -2.89010 0.41279 -8.67052
C -0.43911 1.37643 -8.54600
H -1.49900 -1.92007 -9.71051
H -1.03405 -0.43950 -10.59390
H 0.14159 -1.25623 -9.50515
H -0.60269 1.77210 -9.54799
H 0.59706 1.06921 -8.40536
H -0.70870 2.12073 -7.79967
C 1.28519 -5.33855 7.41655
S 0.89135 -5.23228 5.66583
O 0.69747 -3.78895 5.36121
C -0.74985 -5.95180 5.79118
H 2.26711 -4.89061 7.55423
H 0.53641 -4.78593 7.98375
H 1.31305 -6.38507 7.71938
H -1.34790 -5.35236 6.47702
H -0.66999 -6.98228 6.13669
H -1.18577 -5.92894 4.79460
C 7.14165 -0.82944 -1.97069
S 6.96527 -0.18143 -3.63907
O 6.57099 1.24549 -3.49934
C 5.47700 -1.10006 -4.04166
H 8.00155 -0.33634 -1.52216
H 6.23770 -0.59787 -1.40776
H 7.31094 -1.90517 -2.01299
H 4.68664 -0.86229 -3.32971
H 5.70247 -2.16677 -4.03543
H 5.16111 -0.79817 -5.03810
*
```

Here are the Mulliken charges for atoms 1 to 6, given in e: number 1, O, carries -0.648; number 2, P, carries 0.660; number 3, O, carries -0.538; number 4, O, carries -0.345; number 5, B, carries 0.296; number 6, O, carries -0.200

This record from the Open Molecules 2025 dataset describes C5H17B2Be2Cl11 as an isolated structure at a distorted geometry. The level of theory is the ωB97M-V functional and the def2-TZVPD basis.

Values from the calculation:
Largest force on an atom (hartree/bohr): 0.0997
Energy relative to the best compared isomer or geometry (same formula, charge and spin) (eV): 3.524
Kohn-Sham gap (eV): 4.7

Structure (ORCA input):
```
! RIJCOSX wB97M-V def2-TZVPD def2/J DEFGRID3
* xyz 2 1
Be -0.29502 0.47506 3.22152
Be 1.98209 -1.41361 0.45675
B 1.76039 -1.05439 3.10378
H 2.57331 -1.62986 2.68877
H 1.92823 -1.01536 4.16893
H 1.81627 -0.05821 2.69299
H 0.79522 -1.46570 2.85179
B -0.10815 0.19493 0.70266
H 0.74630 0.70990 1.11371
H -0.13444 0.05662 -0.36712
H -0.13950 -0.81760 1.07419
H -1.00060 0.74021 0.96809
C -2.65804 1.60236 -1.59022
Cl -3.40698 3.17243 -1.78801
Cl -1.48295 1.24088 -2.90269
Cl -3.94727 0.34443 -1.62910
H -2.29762 1.57836 -0.56181
C 1.77436 1.22362 -3.49960
Cl 2.03465 0.30951 -1.97646
Cl 1.17405 0.04830 -4.75125
H 0.99806 1.96943 -3.32860
H 2.72396 1.70731 -3.72849
C -3.70745 -1.30668 2.36021
Cl -3.43746 0.37580 2.07998
Cl -2.09398 -2.05482 2.54244
H -4.25175 -1.41922 3.29784
H -4.23116 -1.73802 1.50711
C 4.18345 2.85620 0.18069
Cl 3.46605 1.40037 0.98469
Cl 3.21129 3.54050 -1.09529
H 4.23410 3.64820 0.92787
H 5.17037 2.58159 -0.19171
C -1.55984 -3.18672 -2.06718
Cl -0.13241 -2.15631 -1.75193
Cl -2.17591 -3.99139 -0.53748
H -2.31183 -2.48846 -2.43465
H -1.19975 -3.97982 -2.72249
*
```

Here are the Mulliken charges for atoms 1 to 6, given in e: number 1, Be, carries 0.925; number 2, Be, carries 0.907; number 3, B, carries 0.376; number 4, H, carries -0.113; number 5, H, carries -0.025; number 6, H, carries -0.119